(1)
Formula: C3H6N3O2
Source: the OMol25 dataset
Level of theory: wB97M-V/def2-TZVPD

Cartesian coordinates (Å):
C (-1.9588, 0.1368, 0.4294)
C (-0.3177, 1.3505, -0.3276)
C (0.1648, -0.8799, 0.1525)
N (0.5695, 0.4403, -0.0907)
N (-1.1617, -1.0299, 0.3204)
N (1.0644, -1.8754, 0.2761)
O (0.0180, 2.6251, -0.2661)
O (1.9387, 0.5425, -0.1990)
H (-2.8876, 0.4299, -0.2402)
H (-1.7071, -1.9033, 0.1998)
H (2.0043, -1.5885, 0.4590)
H (1.0021, -2.8096, 0.4981)
H (-0.6925, 3.0876, -0.6598)
H (1.9637, 1.4738, -0.5518)

Computed properties:
- lowest unoccupied orbital energy (spin up / spin down) (eV) = -4.11 / -4.11
- frontier orbital gap (spin up / spin down) (eV) = 8.00 / 8.00
- energy relative to the best compared isomer or geometry (same formula, charge and spin) (kJ/mol) = 557.1
- net charge = +1
- energy (Ha) = -432.18916


(2)
Formula: C3H6N3P
Source: the OMol25 dataset
Level of theory: wB97M-V/def2-TZVPD

Cartesian coordinates (Å):
C (-0.4915, 1.2990, 0.2717)
C (1.7337, 0.1808, 0.2019)
C (0.8628, 1.1006, -0.4492)
N (-1.3218, 0.3070, 0.3649)
N (-1.1980, -0.6599, -0.4363)
N (-1.7886, -1.8161, 0.0190)
P (1.7032, -1.4210, 0.0243)
H (-0.6513, 2.2779, 0.7655)
H (2.3863, 0.5929, 1.0048)
H (0.6615, 0.5652, -1.3937)
H (1.4382, 1.9075, -0.7196)
H (-1.5620, -2.5440, -0.6474)
H (-1.7726, -1.7899, 0.9941)

Computed properties:
- lowest unoccupied orbital energy (spin up / spin down) (eV) = -0.22 / -0.49
- frontier orbital gap (spin up / spin down) (eV) = 7.63 / 7.04
- energy relative to the best compared isomer or geometry (same formula, charge and spin) (kJ/mol) = 531.7
- net charge = 0
- energy (Ha) = -623.33640


(3)
Formula: C3H6N4
Source: the OMol25 dataset
Level of theory: wB97M-V/def2-TZVPD

Cartesian coordinates (Å):
C (0.9663, -0.1914, 0.0486)
C (2.4167, -0.0667, -0.2764)
C (-2.4496, 0.2018, -0.2057)
N (0.6098, -0.5479, 1.2701)
N (-0.0543, 0.1016, -0.7412)
N (-0.6672, -0.4777, 1.2888)
N (-1.1107, -0.0909, 0.0522)
H (2.9746, -0.7387, 0.3280)
H (2.6775, 0.0317, -1.2561)
H (2.8232, 0.9194, 0.1596)
H (-2.8588, -0.1604, 0.7902)
H (-2.5995, 1.2999, -0.3315)
H (-2.7280, -0.2807, -1.1266)

Computed properties:
- lowest unoccupied orbital energy (eV) = 0.96
- structure (SMILES) = Cc1nnn(C)n1
- frontier orbital gap (eV) = 10.95
- energy relative to the best compared isomer or geometry (same formula, charge and spin) (kJ/mol) = 178.4
- net charge = 0
- energy (Ha) = -336.88130


(4)
Formula: C3H6N4O
Source: the OMol25 dataset
Level of theory: wB97M-V/def2-TZVPD

Cartesian coordinates (Å):
C (-0.9883, -0.3467, 0.0252)
C (-0.3181, -1.6584, 0.3749)
C (1.2119, 0.0838, 0.0172)
H (-0.8888, 2.1262, 0.9704)
H (-1.2888, 1.8877, -0.7202)
H (-2.7299, -0.8889, -0.1682)
H (-0.6609, -2.3982, -0.2479)
H (-0.2294, -1.9268, 1.4473)
H (1.9027, -1.8170, -0.4864)
N (-0.6202, 1.9207, 0.0789)
N (-0.0972, 0.6876, 0.0959)
N (-2.1743, -0.1080, -0.2905)
N (0.9345, -1.2161, -0.3154)
O (2.2704, 0.6945, -0.0353)

Computed properties:
- lowest unoccupied orbital energy (eV) = 0.64
- structure (SMILES) = [H]/N=C1\CNC(=O)N1N
- frontier orbital gap (eV) = 9.93
- energy relative to the best compared isomer or geometry (same formula, charge and spin) (kJ/mol) = 246.6
- net charge = 0
- energy (Ha) = -412.11503


(5)
Formula: C3H6N4O
Source: the OMol25 dataset
Level of theory: wB97M-V/def2-TZVPD

Cartesian coordinates (Å):
C (-0.3034, -0.6408, -0.1371)
C (0.8960, -1.4603, 0.1868)
C (1.8245, -0.5817, 0.0680)
H (-2.3678, 0.6707, -0.9076)
H (-3.1399, -0.3595, -0.0091)
H (0.8477, -2.3548, 0.8926)
H (2.9866, -0.7507, 0.2090)
H (1.8400, 1.3824, -0.1585)
H (-0.6420, 1.9449, 0.5239)
N (-2.3167, 0.1621, -0.0771)
N (-1.5295, -0.9070, -0.0817)
N (1.5503, 0.5675, -0.6911)
N (0.1681, 0.7657, -0.4771)
O (0.1859, 1.5615, 0.6592)

Computed properties:
- lowest unoccupied orbital energy (eV) = 1.05
- structure (SMILES) = N/N=c1/cc[nH]n1O
- frontier orbital gap (eV) = 9.34
- energy relative to the best compared isomer or geometry (same formula, charge and spin) (kJ/mol) = 598.1
- net charge = 0
- energy (Ha) = -411.98114


(6)
Formula: C3H6N4O
Source: the OMol25 dataset
Level of theory: wB97M-V/def2-TZVPD

Cartesian coordinates (Å):
C (0.3476, 0.1777, -1.1284)
C (-0.8536, 0.0085, -0.3812)
C (0.8760, -0.2143, 1.1831)
H (0.5215, -0.0015, -3.2304)
H (-0.3656, 1.6049, -2.5331)
H (-1.9171, 0.1220, -0.7828)
H (-1.2489, 0.0225, 2.4732)
H (-1.2764, -1.5574, 2.3412)
H (2.4742, 0.3362, -0.1911)
N (0.5537, 0.8178, -2.4142)
N (-0.4529, -0.4458, 0.8253)
N (-1.5024, -0.6355, 1.7282)
N (1.4071, -0.0353, -0.1679)
O (1.4367, -0.1998, 2.2780)

Computed properties:
- lowest unoccupied orbital energy (eV) = 0.59
- structure (SMILES) = Nc1cn(N)c(=O)[nH]1
- frontier orbital gap (eV) = 8.33
- energy relative to the best compared isomer or geometry (same formula, charge and spin) (kJ/mol) = 332.4
- net charge = 0
- energy (Ha) = -412.08232


(7)
Formula: C3H6N4O
Source: the OMol25 dataset
Level of theory: wB97M-V/def2-TZVPD

Cartesian coordinates (Å):
C (-1.6961, 2.2285, -0.2368)
C (-0.6277, -1.0943, 0.6275)
C (1.2847, -0.8540, -0.2672)
H (-0.9264, 2.7316, -0.8345)
H (-2.0635, 3.0134, 0.4604)
H (-2.5187, 1.8158, -0.8129)
H (-0.6141, 1.4516, 1.4001)
H (-1.5342, -1.4517, 1.1336)
H (2.7841, -0.3250, -1.1782)
N (-1.2653, 1.1406, 0.6680)
N (-0.7582, 0.0869, -0.0732)
N (0.4988, -1.7220, 0.5138)
N (2.4687, -1.1061, -0.6196)
O (0.5625, 0.2858, -0.5417)

Computed properties:
- lowest unoccupied orbital energy (eV) = 0.49
- structure (SMILES) = [H]/N=c1/ncn(NC)o1
- frontier orbital gap (eV) = 9.89
- energy relative to the best compared isomer or geometry (same formula, charge and spin) (kJ/mol) = 329.7
- net charge = 0
- energy (Ha) = -412.08336


(8)
Formula: C3H6N4O
Source: the OMol25 dataset
Level of theory: wB97M-V/def2-TZVPD

Cartesian coordinates (Å):
N (-0.0287, 0.7642, -0.0447)
C (-1.4900, -0.3559, -0.1690)
C (0.6478, -0.2224, 0.5282)
N (0.6743, 1.6697, -0.8662)
N (1.9417, -0.1927, 0.8887)
C (-0.3174, -1.2633, 0.6635)
O (-0.9856, -1.5127, -0.6359)
N (-2.6171, 0.2011, -0.1794)
H (0.0959, 2.4950, -0.9643)
H (0.8267, 1.2734, -1.7923)
H (2.4461, -1.0407, 1.0731)
H (2.4577, 0.6663, 0.7749)
H (-3.3148, -0.3891, -0.6298)
H (-0.3365, -2.0931, 1.3534)

Computed properties:
- lowest unoccupied orbital energy (eV) = 0.73
- frontier orbital gap (eV) = 8.75
- energy relative to the best compared isomer or geometry (same formula, charge and spin) (kJ/mol) = 478.5
- net charge = 0
- energy (Ha) = -412.02669